Entry 1:
A structure of composition C26H33IrN6P2, computed with wB97M-V/def2-TZVPD.

XYZ file:
```
68
Properties=species:S:1:pos:R:3:forces:R:3
N -1.2699 1.6330 3.8714 0.0 0.0 0.3
H -4.3797 2.9465 -3.1925 0.0 0.0 0.0
C -3.9486 2.4668 -2.3222 0.0 0.0 0.0
H -4.5107 -1.6151 -0.0319 0.0 0.0 0.0
H 1.6143 -2.1739 -2.4504 0.0 0.1 0.0
C 2.5403 -4.8048 -2.2776 0.0 0.0 0.0
H -0.6119 1.3290 3.1588 0.0 0.2 -0.1
C -2.5530 2.4688 -2.1696 0.0 0.0 0.0
C -1.9966 1.8635 -1.0729 -0.2 0.0 0.1
H -3.8693 -0.6591 -2.4455 0.0 0.0 0.0
H 1.0109 3.6698 -0.6307 0.0 0.0 0.0
H 3.2659 -5.3885 -1.7179 0.0 0.0 0.0
H 1.4890 -5.3528 0.2809 0.0 0.0 0.0
H -2.7436 -2.0226 -2.5087 0.0 0.0 0.0
H 1.5726 1.7551 -2.3531 0.0 0.0 0.0
H -4.4132 2.1719 4.1625 0.0 0.0 0.0
H 3.0689 -4.1547 -2.9692 0.0 0.0 0.0
C 1.7353 -0.1014 0.9780 -0.1 0.0 0.0
H 1.8820 -5.4713 -2.8305 0.0 0.0 0.0
C 3.1753 -0.0361 -1.0691 -0.1 0.0 0.0
H -0.2302 3.5860 0.6516 0.0 0.0 0.0
H 2.7807 0.0168 4.2220 0.0 0.0 0.0
C -4.7915 1.8805 -1.3824 0.0 0.0 0.0
H 4.9777 0.2547 3.1334 0.0 0.0 0.0
H -3.1792 -2.7186 0.3681 0.0 0.0 0.0
C 3.0115 -0.0031 0.3392 0.0 0.0 0.0
C 0.5254 3.0287 0.1033 0.0 0.0 0.1
C -4.2483 1.2957 -0.2582 0.0 0.0 0.0
C 1.3737 -2.7214 -1.5578 0.0 0.0 0.0
H 6.5274 0.3284 -1.3327 0.0 0.0 0.0
H -0.9614 1.8250 4.8094 0.0 0.0 0.0
C 4.0763 0.1496 2.5428 0.0 0.0 0.0
C 1.6908 -0.0808 2.3542 0.0 0.0 0.0
C 4.4018 0.0778 -1.6588 0.0 0.0 0.0
C -2.8303 -0.9525 -2.2972 0.0 0.0 0.0
H -3.2205 2.2033 5.4152 0.0 0.0 0.0
H 6.3240 0.3739 1.1152 0.0 0.0 0.0
C 1.2962 -4.3751 -0.1241 0.0 0.0 0.0
N -0.9051 1.0051 1.3300 0.0 -0.7 0.2
N 1.7683 -3.9835 -1.3490 0.0 0.0 0.0
H 0.1267 -3.2221 1.3363 0.0 0.0 0.0
C 5.5579 0.2323 -0.8633 0.0 0.0 0.0
N 0.6722 -2.2759 -0.5309 0.2 -0.3 -0.1
H -3.4967 -1.3237 1.4105 0.0 0.0 0.0
H 2.2904 -0.1496 -1.6785 -0.1 0.0 -0.1
C 0.6157 -3.3151 0.3807 0.0 0.0 0.0
C 4.1807 0.1385 1.1297 0.1 0.0 0.0
C 2.8600 0.0261 3.1425 0.0 0.0 0.0
C -2.5505 1.7328 3.5257 0.1 0.1 0.0
H 0.1993 2.7492 -2.8107 0.0 0.0 0.0
N -3.4627 2.0312 4.4556 0.0 0.0 0.0
C 5.4435 0.2591 0.4951 0.0 0.0 0.0
N -3.0119 1.5753 2.2755 -0.2 0.0 -0.1
H 0.7348 -0.1685 2.8618 0.1 0.0 0.0
C -3.5035 -1.6747 0.3776 0.0 0.0 0.0
H 1.2615 2.6483 0.8121 0.0 0.0 0.0
Ir -0.1108 -0.4485 0.1023 0.0 1.0 0.4
H -2.1800 -0.4147 -2.9845 0.0 0.0 0.0
H -1.9417 2.9535 -2.9174 0.0 0.0 0.0
H -4.8780 0.9059 0.5312 0.0 0.0 0.0
C -2.8430 1.2122 -0.1015 0.1 0.0 -0.3
C -2.1758 1.2225 1.2981 0.2 0.1 0.1
H 4.4941 0.0518 -2.7376 0.0 0.0 0.0
H 0.1417 0.9864 -3.0819 0.0 0.0 0.0
H -5.8636 1.9194 -1.5171 0.0 0.0 0.0
P -0.2055 1.6028 -0.7403 0.3 -0.2 -0.6
P -2.2865 -0.7430 -0.5926 -0.2 0.1 0.0
C 0.4867 1.7741 -2.4127 -0.1 0.0 0.0
```
Positions in Å, forces in eV/Å.

Results
max |F|: 1.06 eV/Å
relative energy (zero: lowest compared OMol25 entry of this formula, charge and spin): 1.951 eV
total energy: -57842.2604 eV
charge: +2

=====

Entry 2:
A structure of composition C27H46AsN7SSi3V, computed with wB97M-V/def2-TZVPD.

XYZ file:
```
86
Properties=species:S:1:pos:R:3:forces:R:3
H 3.7886 -2.9680 3.2592 0.0 0.0 0.0
C 1.5554 0.3923 5.3421 -0.1 -0.1 -0.1
C -3.3524 -3.2431 -0.2764 0.0 -0.1 0.1
N 0.6574 0.6674 4.3898 0.2 0.4 -0.4
H 3.0322 3.4116 5.7017 0.0 0.0 0.0
C -0.4243 2.0362 2.8428 0.0 0.7 -0.5
H -4.1998 4.0784 0.0596 0.0 0.0 0.1
C -1.6318 -1.2994 -3.0057 -0.1 0.0 -0.4
H 1.3930 3.9278 3.8745 0.0 0.0 0.0
C -1.3445 0.4659 0.7899 -0.3 0.8 -0.4
H 0.1284 -3.7206 2.5494 0.0 0.0 0.0
H 2.8069 2.7442 -2.9895 0.0 0.0 0.0
H -3.5540 0.9725 -1.0584 0.0 0.0 0.0
C 1.4532 2.9465 4.3237 0.1 0.0 0.1
C -2.8633 -2.8397 1.0826 0.2 -0.1 0.0
C -0.8082 4.5988 0.1657 0.3 0.3 0.1
Si -1.9518 3.2127 -0.1720 0.3 -0.3 0.0
C 3.2509 -1.0695 0.9268 -0.2 0.0 0.1
C -2.8571 -1.3528 1.2578 -0.1 0.3 0.0
H -3.9089 -1.0693 1.3259 0.0 0.0 0.0
H 0.7544 -2.7680 -2.0355 0.0 0.0 0.1
H -2.2835 -0.4890 -3.3175 0.0 0.0 0.0
H 1.5775 -0.6251 5.7091 0.0 0.0 0.0
H -1.6863 -4.4933 1.6816 -0.1 0.0 -0.1
C -3.5746 3.4027 0.6516 -0.4 0.0 0.3
H -1.5656 3.6679 -2.5222 0.0 -0.1 0.0
H 1.8017 -1.2173 -4.3004 0.0 0.0 -0.1
H 5.5554 -1.9937 -0.8637 0.0 0.0 0.0
C 2.0772 2.7409 -3.8016 0.2 0.3 0.0
C 0.6208 1.9273 3.9236 -0.5 0.0 -0.4
H -1.4790 2.0545 3.1155 -0.1 0.0 0.0
H -4.4638 -3.0176 -1.9750 0.0 0.1 0.0
H -3.1208 2.8596 -2.3276 0.0 0.0 0.0
H 1.3966 3.5812 -3.6411 0.0 0.0 0.0
H -0.0048 1.6023 -5.9271 0.0 0.0 0.0
H -4.9612 -0.6938 -1.9611 0.0 -0.1 0.0
H 5.0241 -3.5186 0.8902 0.0 0.0 0.0
N 3.3332 -2.3373 1.3109 -0.1 -0.1 0.1
C 2.3632 2.6472 5.3281 0.1 0.0 0.0
C -2.0842 2.8710 -1.9817 -0.1 -0.1 -0.3
H -3.3585 -4.3125 -0.4743 0.0 0.0 0.0
H 0.9175 -2.5064 -0.2925 0.0 0.0 0.1
C 4.4847 -2.1354 -0.7401 -0.1 0.0 0.1
C -2.2770 -0.4267 0.1494 0.7 -0.3 -0.7
H 2.5040 -3.8719 2.4403 0.0 0.0 0.0
H -2.4333 -1.1079 2.2273 0.0 0.0 0.1
H 3.2174 -0.2073 -3.9664 0.0 0.0 0.0
H -1.0080 2.1081 -4.5651 0.0 0.0 -0.1
C 0.1999 -2.5828 -1.1066 0.3 -0.3 0.1
N -1.1255 1.7634 0.6540 -0.2 0.1 0.6
C -3.3764 -0.0584 -0.7822 0.1 0.1 0.3
H 0.1368 4.4683 -0.3660 0.0 0.0 0.0
N -0.1222 -1.7371 2.0838 -0.5 -1.7 0.1
C -4.1732 -1.0035 -1.2852 -0.1 -0.4 0.0
H 4.0593 -2.4304 -1.6966 0.0 0.0 0.0
H 4.0291 0.0145 -0.6061 -0.1 0.0 -0.1
S 2.5567 0.2641 1.7720 0.0 -0.1 -0.1
H -3.4584 3.8488 1.6423 -0.1 0.0 0.0
As 0.8858 0.6914 -1.5403 -0.1 0.0 0.0
H 3.1056 1.1026 6.6304 0.0 0.0 0.0
H -3.6001 -3.2336 1.7900 -0.1 0.0 0.1
H 2.6135 2.9193 -4.7384 0.0 0.0 0.0
H -2.1933 -2.2294 -2.9624 -0.1 0.0 -0.1
H -0.9178 0.4015 -5.0196 0.0 0.0 -0.1
N -0.0180 2.0460 1.5960 -0.6 0.6 0.2
H 2.4273 -0.1300 -5.5463 0.0 0.0 0.1
V 0.0844 -0.0176 2.1748 1.7 -1.3 1.1
H -0.5904 4.7235 1.2276 0.0 0.0 0.0
H -0.4718 -3.4233 -0.9431 0.0 -0.1 0.0
H -1.6218 1.9240 -2.2674 0.0 0.0 0.0
N 3.8448 -0.9100 -0.2527 0.2 0.1 0.0
C 4.1397 -3.1392 0.3786 0.0 0.1 0.0
C -0.3439 1.3193 -4.9244 -0.3 0.1 -0.2
H -0.8423 -1.4146 -3.7565 -0.1 -0.1 0.0
H 2.1890 -2.2228 3.0407 0.0 0.0 0.0
Si -0.7220 -1.0211 -1.4388 -0.5 0.5 0.8
H -1.2718 5.5264 -0.1841 0.1 0.0 0.0
C 2.9280 -2.8793 2.5936 0.1 0.1 -0.1
Si 1.1585 1.1386 -3.8708 0.0 -0.1 0.3
C -0.5121 -2.9773 2.0740 0.4 0.9 -0.1
C -3.9999 -2.4712 -1.1588 0.0 0.3 -0.2
C 2.2483 -0.2335 -4.4717 0.2 -0.3 -0.1
C 2.4074 1.3600 5.8461 0.0 0.0 0.0
H 3.5619 -3.9887 0.0172 0.0 0.0 0.0
H -4.1153 2.4590 0.7552 0.0 0.1 0.0
N -1.5966 -3.5003 1.5172 -0.4 -0.2 -0.2
```
Positions in Å, forces in eV/Å.

Results
max |F|: 2.44 eV/Å
2S+1: 4
relative energy (zero: lowest compared OMol25 entry of this formula, charge and spin): 7.911 eV
total energy: -160156.7092 eV
charge: +2

=====

Entry 3:
A structure of composition C6H14O, computed with wB97M-V/def2-TZVPD.

XYZ file:
```
21
Properties=species:S:1:pos:R:3:forces:R:3
C -0.0174 -0.9253 -2.2206 0.0 0.0 0.0
H 0.7537 2.5821 0.8487 -0.1 0.1 0.1
H -1.0163 2.9767 2.8138 0.0 0.0 0.2
C 0.3315 1.8813 1.5590 -0.1 0.1 -0.1
H 0.6326 2.8793 3.4575 -0.1 -0.1 -0.1
C -0.1418 2.3268 2.9135 -0.1 0.1 0.0
H 0.3597 -3.0703 -2.3023 -0.1 0.1 -0.1
H -1.3014 -2.6152 -2.7142 0.2 0.0 0.0
H 1.2257 0.8799 1.5930 0.1 -0.3 0.1
C -0.2913 -0.9027 -0.7291 0.0 -0.2 -0.1
C -0.2512 -2.3152 -2.8095 0.0 -0.1 0.0
H -0.4323 1.4700 3.5362 0.1 0.1 -0.1
H -1.3092 -1.2538 -0.5057 0.2 0.1 0.0
C -0.1153 0.6648 1.0091 0.1 -0.1 0.1
O -0.1605 0.4646 -0.2797 -0.1 0.2 0.0
H 0.4450 -1.4906 -0.1675 -0.1 0.0 -0.1
H -0.6599 -0.1899 -2.7204 0.1 -0.1 0.1
H -0.5620 -0.0849 1.6607 0.0 0.1 -0.1
H 0.0070 -2.3380 -3.8729 0.0 0.0 0.2
H 1.0183 -0.6086 -2.3851 -0.1 0.0 0.0
H 1.4853 -0.3309 1.3156 0.3 -0.2 0.0
```
Positions in Å, forces in eV/Å.

Results
max |F|: 0.33 eV/Å
relative energy (zero: lowest compared OMol25 entry of this formula, charge and spin): 5.524 eV
total energy: -8491.3680 eV
charge: 0

=====

Entry 4:
A cluster of 7 separate species, C2H17NO5 in total, computed with wB97M-V/def2-TZVPD.

XYZ file:
```
25
Properties=species:S:1:pos:R:3:forces:R:3
N -1.8858 1.2185 -0.5053 0.1 -3.1 0.0
H 0.2384 1.8795 -2.9267 0.0 0.0 0.0
H -2.3812 0.1397 1.2549 -0.1 -0.3 -0.6
O -1.3710 -2.4518 -1.2514 0.5 0.1 0.2
O 1.3348 -1.0962 -1.8665 -0.2 -0.4 -0.1
O 0.3601 1.6095 -2.0096 -0.8 -0.8 0.1
H -1.0887 1.2540 -1.1926 1.2 1.5 -0.3
C -0.3228 0.8529 1.2572 -0.3 -0.3 -1.5
H -2.6542 0.8367 -1.0598 -0.6 0.5 0.3
O 2.1110 2.3027 -0.3087 -0.2 -0.4 0.3
H 2.6828 3.0275 -0.5611 -0.1 0.0 -0.3
H -0.5858 1.8512 1.5309 0.4 0.8 0.3
H -0.5615 -2.1533 -1.7034 -0.1 0.1 -0.4
O 1.2622 -1.8060 3.4370 -1.1 -1.0 -2.3
H 1.2781 -1.2566 -0.9191 0.3 0.3 0.1
H -1.3128 -0.6701 0.0847 0.5 -1.8 -0.3
H 1.3310 -2.7763 3.3963 0.4 0.1 0.9
H 0.4629 0.8309 0.4993 0.2 0.5 0.4
H 0.0134 0.2854 2.1048 -0.1 -0.5 0.6
C -1.5559 0.3058 0.5450 0.0 2.8 1.4
H 1.4807 2.0499 -1.0547 0.6 0.7 0.2
H 0.1316 -1.7136 1.0876 -0.8 0.7 -0.6
H -1.0062 -2.6214 -0.3735 -0.4 -0.3 0.0
H 0.8163 -1.7649 2.5233 0.7 0.8 1.5
H 1.2225 -0.1339 -1.9885 -0.2 0.1 0.1
```
Positions in Å, forces in eV/Å.

Results
max |F|: 3.14 eV/Å
relative energy (zero: lowest compared OMol25 entry of this formula, charge and spin): 9.414 eV
total energy: -14069.2599 eV
charge: 0